# 1
67
Properties=species:S:1:pos:R:3:forces:R:3 method="wB97M-V/def2-TZVPD" e_homo_ha="-0.4993 / -0.4993" spin_multiplicity=5 e_above_lowest_kj_mol=0.00 total_charge=+2 gap_ev="7.89 / 5.21"
Ru 0.9376 -0.4792 -0.1624 -0.005 -0.052 0.007
C -1.1678 -2.9064 1.1225 -0.023 0.023 -0.025
C -0.9526 -1.6733 1.9221 0.117 -0.047 -0.030
N -0.0380 -0.7307 1.6664 -0.041 -0.037 0.085
C -0.1400 0.2304 2.6707 -0.043 0.053 -0.048
C -1.1267 -0.1394 3.5108 0.066 -0.031 -0.044
N -1.6173 -1.3437 3.0347 -0.133 0.096 0.055
C -2.8778 -1.9557 3.4712 0.003 -0.088 -0.034
N -3.9804 -1.3127 2.8263 0.056 -0.020 -0.020
N -4.0327 -1.3410 1.4672 0.035 -0.012 0.049
N -4.9499 -0.5564 1.0640 0.027 0.061 -0.110
C -5.5382 0.0439 2.1583 0.084 -0.146 0.188
C -6.5850 0.9658 2.2392 -0.062 0.026 -0.014
C -6.9501 1.3834 3.4964 -0.037 0.033 -0.079
C -6.3033 0.9014 4.6516 0.079 -0.061 0.043
C -5.2758 -0.0141 4.5905 -0.006 0.033 0.085
C -4.9072 -0.4307 3.3116 -0.091 0.123 -0.154
H -0.4351 -2.9673 0.3159 0.007 0.007 0.019
H -2.1672 -2.9130 0.6896 -0.046 0.003 0.011
H -1.0414 -3.7935 1.7441 -0.007 -0.012 -0.010
H 0.4933 1.0997 2.7039 0.011 -0.005 0.006
H -1.5164 0.3281 4.3983 -0.017 0.002 0.001
H -2.9708 -1.8449 4.5478 0.001 -0.002 0.012
H -2.8523 -3.0145 3.2235 0.022 0.005 0.000
H -7.0838 1.3170 1.3467 -0.008 0.014 0.011
H -7.7574 2.0922 3.6165 -0.003 0.002 -0.033
H -6.6345 1.2589 5.6171 0.010 -0.014 0.012
H -4.8024 -0.3898 5.4882 -0.016 0.006 0.006
C 3.3257 -0.4410 -3.1446 0.002 0.013 0.055
As 3.2830 -0.1909 -1.2217 0.154 -0.255 -0.109
C 4.5869 -1.4636 -0.5605 -0.020 0.094 -0.038
C 4.0180 1.5872 -0.8905 -0.010 0.186 0.066
C 5.3486 1.7599 -1.5595 0.070 -0.109 0.080
C 5.4312 2.2628 -2.8544 -0.025 0.016 -0.015
C 6.6645 2.3985 -3.4729 0.024 0.013 -0.049
C 7.8244 2.0296 -2.8061 -0.037 -0.010 0.038
C 7.7491 1.5335 -1.5114 0.020 0.002 -0.015
C 6.5170 1.3983 -0.8909 -0.009 0.005 -0.015
H 4.3546 -0.2990 -3.4744 0.012 -0.004 0.038
H 2.6940 0.2877 -3.6502 -0.039 -0.008 0.038
H 2.9999 -1.4516 -3.3831 -0.014 0.008 -0.010
H 5.5415 -1.2458 -1.0386 -0.015 0.030 -0.017
H 4.2759 -2.4745 -0.8163 -0.038 0.012 0.006
H 4.6944 -1.3697 0.5182 -0.036 -0.001 0.001
H 4.0832 1.6839 0.1946 0.024 0.033 -0.021
H 3.2840 2.3091 -1.2522 -0.028 -0.039 0.007
H 4.5319 2.5747 -3.3745 -0.002 -0.001 0.000
H 6.7215 2.8037 -4.4742 -0.001 0.000 0.000
H 8.7854 2.1416 -3.2887 0.006 0.001 -0.002
H 8.6516 1.2627 -0.9803 0.003 0.003 -0.001
H 6.4665 1.0333 0.1293 0.002 0.002 -0.002
F 0.3585 1.9000 -3.3364 0.033 0.117 -0.004
B -0.0462 1.1749 -2.3357 -0.236 -0.130 0.014
F 0.2462 1.6467 -1.0866 0.153 0.141 0.021
C -2.8418 -1.5540 -1.9377 -0.038 -0.011 0.002
C -2.0879 -0.2682 -1.6270 0.038 0.011 -0.005
C -2.9413 0.9585 -1.9362 0.025 0.020 0.021
C -0.7601 -0.2151 -2.4223 0.119 -0.052 -0.078
H -3.7286 -1.6374 -1.3102 0.001 0.007 0.018
H -2.2243 -2.4422 -1.7898 0.026 -0.018 0.023
H -3.1670 -1.5525 -2.9800 0.008 -0.001 -0.002
H -1.8531 -0.2440 -0.5493 -0.029 -0.022 -0.014
H -3.1806 1.0017 -3.0009 -0.002 -0.005 -0.002
H -2.4397 1.8916 -1.6586 -0.019 0.011 -0.009
H -3.8766 0.9164 -1.3799 -0.016 -0.009 0.001
H -0.9183 -0.4598 -3.4772 -0.083 -0.007 0.015
H -0.0987 -1.0613 -2.1018 -0.005 -0.007 -0.023

---

# 2
23
Properties=species:S:1:pos:R:3:forces:R:3 method="wB97M-V/def2-TZVPD" e_homo_ha=-0.4066 e_above_lowest_kj_mol=615.76 total_charge=+1 gap_ev=6.83
C -1.5254 -0.0725 -0.0350 -1.227 -1.077 -0.505
C -1.4661 1.1883 -0.2865 0.331 3.712 -0.714
C -1.1179 -1.1937 -1.1162 1.540 0.737 2.255
C -0.7601 3.7026 -0.1909 2.785 0.699 -0.360
C -1.7433 3.6231 -1.3095 2.110 -2.026 1.344
C 1.3251 -2.6396 1.6414 -1.882 -4.175 0.546
C 2.1573 -2.9066 0.4510 0.158 -0.175 -0.462
C 0.8442 -0.6674 0.0835 0.373 0.644 -1.513
N -1.2708 2.4330 -0.5330 -1.976 -3.027 1.012
N 1.7518 -1.5306 0.9119 -0.157 1.160 -2.248
O -1.8078 -1.5991 -1.9643 -1.197 -0.125 -0.882
O 0.1134 -1.6014 -0.8526 1.072 0.536 0.790
Cl -2.7275 -0.6114 1.1320 0.741 0.256 -0.503
H 0.3315 3.7535 -0.4010 -0.917 0.334 -0.002
H -1.0400 4.2467 0.6946 -0.333 -0.438 0.446
H -2.6809 3.9125 -1.0200 -2.391 0.684 -0.012
H -1.3969 3.4820 -2.2782 0.182 0.592 -1.782
H 0.3668 -3.2639 1.6289 0.591 2.325 -0.290
H 1.7760 -2.7610 2.5731 0.795 0.017 1.402
H 3.1966 -3.1514 0.6187 0.008 0.010 -0.394
H 1.6034 -3.2402 -0.4657 0.943 0.488 1.070
H 1.5520 -0.1030 -0.6353 -0.788 -0.945 1.125
H 2.5187 -0.9998 1.3531 -0.761 -0.205 -0.322

---

# 3
57
Properties=species:S:1:pos:R:3:forces:R:3 method="wB97M-V/def2-TZVPD" e_homo_ha="-0.2801 / -0.2803" spin_multiplicity=6 gap_ev="7.03 / 7.04"
Dy -0.5130 0.2210 -0.1522 -0.085 0.125 -0.037
S 1.7189 1.0527 -1.4758 -0.001 0.136 -0.034
C 3.0667 1.2371 -0.3651 -0.126 -0.040 -0.060
C 4.2195 1.8768 -0.8460 0.034 0.022 0.012
C 5.3456 2.0276 -0.0660 0.038 0.004 0.038
C 5.3797 1.5287 1.2330 0.021 0.016 -0.019
C 4.2632 0.8864 1.7266 0.053 -0.011 0.064
C 3.1135 0.7538 0.9513 -0.089 0.067 -0.066
S 1.7173 -0.0487 1.7075 0.052 -0.154 0.054
C 1.1686 1.2556 2.8372 -0.041 0.058 0.151
C 0.8489 2.5398 2.1269 -0.023 0.010 -0.025
C 1.3004 3.7526 2.6155 -0.028 -0.043 -0.042
C 0.9349 4.9118 1.9470 -0.011 -0.012 -0.009
C 0.1382 4.8161 0.8247 -0.015 -0.078 -0.011
C -0.2703 3.5605 0.3815 0.032 -0.014 0.044
C -1.0799 3.3997 -0.8685 0.184 0.132 -0.154
S -2.3071 2.0605 -0.7790 -0.073 -0.066 -0.180
C -3.2390 -1.0290 -0.5599 0.118 0.088 -0.010
C -4.3705 -0.4049 -1.0617 0.051 -0.059 0.037
C -5.4264 -0.1440 -0.2124 0.051 -0.006 -0.036
C -5.3270 -0.5063 1.1276 -0.092 0.031 -0.033
C -4.1612 -1.0465 1.6245 0.066 0.000 0.064
C -3.0511 -1.2817 0.8009 0.024 0.141 -0.015
S -1.4819 -1.6974 1.4958 0.066 -0.018 -0.002
N 0.0900 2.4452 1.0285 -0.054 -0.031 0.079
H 4.2087 2.2573 -1.8577 -0.032 0.003 -0.035
H 6.2102 2.5322 -0.4767 0.031 0.009 0.001
H 6.2659 1.6315 1.8427 0.028 0.003 0.023
H 4.2699 0.4721 2.7271 0.002 -0.008 0.035
H 1.9234 1.4194 3.6064 0.007 -0.035 -0.059
H 0.2740 0.8601 3.3282 0.012 -0.038 -0.062
H 1.9209 3.7827 3.4995 0.017 0.005 0.023
H 1.2684 5.8778 2.3018 0.010 0.014 0.014
H -0.1704 5.6958 0.2785 -0.004 0.024 -0.011
H -0.3683 3.2144 -1.6834 -0.055 -0.055 0.073
H -1.5724 4.3412 -1.1176 -0.054 -0.045 0.133
H -4.3859 -0.1166 -2.1020 -0.034 -0.018 -0.025
H -6.3149 0.3434 -0.5869 -0.021 0.015 -0.019
H -6.1561 -0.3226 1.7979 -0.017 0.004 0.017
H -4.0640 -1.2565 2.6808 0.028 -0.004 0.019
Cl -0.4622 -6.8223 -2.5197 -0.021 0.011 -0.008
C -0.9527 -5.1815 -2.2458 -0.041 -0.049 -0.014
C -2.2384 -4.8248 -2.4875 0.030 0.101 0.031
C -2.6835 -3.4938 -2.2701 0.286 -0.143 0.089
I -4.6254 -3.1645 -2.9143 -0.123 0.102 0.005
C -1.8232 -2.5621 -1.7480 -0.006 -0.067 0.020
O -2.1511 -1.2476 -1.4635 -0.088 -0.062 0.044
C -0.4500 -2.9149 -1.5547 -0.040 0.024 0.040
N 0.4099 -1.9389 -1.1553 0.069 -0.130 -0.099
C 1.6795 -2.2394 -1.0022 -0.098 -0.050 -0.030
C 2.2008 -3.5319 -1.1861 -0.093 0.001 -0.012
C 1.3566 -4.5263 -1.5810 0.046 0.071 0.044
C -0.0054 -4.2302 -1.7966 -0.030 0.042 -0.013
H -2.9389 -5.5552 -2.8626 0.001 -0.031 -0.012
H 2.3350 -1.4206 -0.7346 0.008 0.015 -0.008
H 3.2522 -3.7107 -1.0181 0.022 -0.007 -0.004
H 1.7097 -5.5352 -1.7399 0.008 -0.001 -0.009

---

# 4
62
Properties=species:S:1:pos:R:3:forces:R:3 method="wB97M-V/def2-TZVPD" e_homo_ha="-0.6128 / -0.6125" spin_multiplicity=3 e_above_lowest_kj_mol=0.00 total_charge=+3 gap_ev="6.07 / 5.23"
W -0.3346 -0.8895 -0.0336 -0.132 0.472 -0.054
C 0.8994 1.9973 -3.5556 0.076 -0.061 0.000
C 1.2190 0.9972 -2.4456 -0.146 0.015 0.065
N -0.0180 0.3596 -1.9044 0.161 -0.174 0.057
O -0.9763 0.3471 -2.8146 0.132 0.141 0.047
B -2.2998 0.0221 -2.4741 -0.103 -0.054 -0.018
F -1.5219 -1.5952 -1.3737 -0.120 0.014 -0.104
F -3.0899 -0.3700 -3.4197 0.024 -0.077 -0.006
O -2.8922 0.4205 -1.2724 0.016 0.067 0.108
N -2.0269 0.5408 -0.2224 -0.167 0.148 0.000
C -2.3432 1.4165 0.6635 0.195 -0.132 0.062
C -3.5155 2.3147 0.6281 0.011 -0.004 -0.024
C -1.3174 1.4998 1.7387 0.028 -0.139 -0.176
N -0.3554 0.6696 1.5477 -0.021 0.094 0.133
O 0.7123 0.7942 2.3952 -0.073 -0.067 -0.128
B 1.7250 1.7160 2.0339 -0.203 0.060 0.292
F 2.5463 1.9793 3.0140 0.066 -0.040 -0.070
F 1.4460 -0.6752 0.4084 -0.032 -0.056 0.064
O 1.8404 2.3584 0.8473 0.017 0.050 -0.121
N 1.1422 1.7970 -0.2459 0.103 -0.015 -0.097
C 1.8789 1.7235 -1.2820 -0.039 -0.026 0.054
C 3.2618 2.2658 -1.3958 -0.017 -0.007 -0.056
C -1.3588 2.5468 2.7845 0.036 -0.009 -0.006
H 0.5569 1.4944 -4.4566 -0.032 0.002 0.008
H 1.8148 2.5382 -3.7960 -0.005 -0.004 -0.011
H 0.1549 2.7198 -3.2253 -0.017 0.011 -0.016
H -4.1263 2.1590 -0.2542 0.002 0.005 0.004
H -3.1701 3.3520 0.6580 -0.026 0.010 -0.002
H -4.1178 2.1586 1.5271 -0.011 0.007 -0.002
H 3.8671 1.9528 -0.5462 0.010 0.007 0.001
H 3.2138 3.3567 -1.3726 0.027 0.000 0.043
H 3.7498 1.9636 -2.3170 -0.007 0.025 -0.004
H -2.3840 2.7598 3.0807 -0.007 -0.001 -0.008
H -0.9381 3.4738 2.3763 0.004 0.010 0.022
H -0.7762 2.2585 3.6555 0.006 0.006 -0.001
N 0.5480 -2.3020 3.7062 -0.021 -0.022 0.050
N 1.2518 -3.4807 3.4359 0.027 0.016 -0.110
C 1.4903 -3.8807 2.1859 0.065 0.066 0.051
N 2.2300 -4.9534 1.9845 0.018 -0.004 0.028
N 0.9024 -3.1169 1.2038 0.009 -0.102 -0.004
N 1.1814 -3.3784 -0.0468 0.022 0.060 0.179
O 1.8655 -4.2438 -0.5050 0.006 0.002 -0.136
O 0.5798 -2.5545 -0.8674 0.036 -0.297 -0.065
H 1.1783 -1.6317 4.1360 0.001 -0.001 -0.013
H -0.1925 -2.5162 4.3658 0.004 0.006 -0.002
H 1.6736 -3.9975 4.1982 -0.003 -0.004 -0.003
H 2.6506 -5.4428 2.7621 0.002 -0.026 -0.018
H 2.4428 -5.2663 1.0492 0.015 -0.005 0.021
C -2.0963 -4.2544 0.1056 -0.012 0.050 0.029
S -2.6973 -2.9481 1.1655 0.068 -0.100 0.048
C -4.0781 -2.3554 0.2049 0.009 -0.034 0.080
O -1.6245 -1.7840 1.1739 -0.034 0.080 -0.153
H -2.9352 -4.9469 0.0051 -0.001 -0.014 0.012
H -1.2861 -4.7597 0.6258 -0.006 -0.006 0.000
H -1.7971 -3.8747 -0.8678 -0.014 0.013 -0.013
H -4.8350 -3.1361 0.3167 -0.023 0.018 -0.035
H -3.8195 -2.2090 -0.8388 0.023 0.001 -0.007
H -4.4499 -1.4476 0.6759 0.011 0.009 0.005
I 1.3462 -1.4752 -4.3513 -0.028 -0.033 -0.021
C 2.1580 -0.1419 -2.9160 0.148 0.091 0.036
H 3.0221 0.3093 -3.3966 -0.027 -0.005 -0.001
H 2.5099 -0.7295 -2.0698 -0.055 -0.038 -0.013